Density functional theory data (wB97M-V/def2-TZVPD) for C30H25GeN7PtSSe as an isolated structure.

The geometry in XYZ format:
```
66
Properties=species:S:1:pos:R:3:mulliken_charge:R:1
Pt 0.039 0.305 -0.156 1.7222
N 1.321 1.070 -4.200 -0.3868
C 1.188 0.948 -2.876 0.6102
S -0.400 0.305 -2.332 -0.4925
N 2.167 1.281 -2.095 -1.3222
N 1.864 1.124 -0.783 0.6517
C 2.721 1.367 0.154 0.4452
C 4.121 1.742 -0.105 -0.1002
C 4.920 0.916 -0.893 -0.1421
C 6.252 1.237 -1.094 -0.7856
C 6.777 2.399 -0.543 -0.4533
C 5.972 3.246 0.206 -0.8003
C 4.646 2.915 0.438 -0.2285
C 2.187 1.228 1.535 0.4339
C 2.966 1.415 2.656 -0.6333
C 2.379 1.350 3.917 -0.6663
C 1.027 1.097 4.020 -1.0645
C 0.302 0.869 2.860 0.2594
N 0.864 0.917 1.656 -0.0399
H 0.561 0.858 -4.822 0.2054
H 2.139 1.527 -4.570 0.2568
H 4.499 0.018 -1.327 0.4616
H 6.881 0.584 -1.683 0.4191
H 7.816 2.651 -0.709 0.4256
H 6.374 4.166 0.608 0.4146
H 4.011 3.588 1.003 0.5829
H 4.021 1.618 2.543 0.5719
H 2.980 1.506 4.803 0.4808
H 0.530 1.059 4.979 0.4682
H -0.755 0.642 2.894 0.2349
Se 2.417 -3.503 -1.821 0.3507
N 1.600 -4.617 -0.733 -0.7713
C 0.866 -3.885 0.082 0.5567
C 0.026 -4.400 1.114 -0.5625
C -0.670 -3.510 1.862 -0.9886
C -0.560 -2.122 1.603 0.1447
N 0.190 -1.594 0.664 -0.0682
C 0.930 -2.460 -0.136 0.2764
N 1.705 -2.047 -1.105 -0.3440
H -0.039 -5.468 1.278 0.5008
H -1.326 -3.833 2.658 0.5126
H -1.124 -1.429 2.216 0.2746
Ge -2.419 0.155 0.309 0.5324
C -3.477 1.536 -0.476 0.4274
C -4.091 2.440 0.394 -0.4027
C -5.004 3.366 -0.096 -0.7334
C -5.282 3.407 -1.453 -0.4210
C -4.662 2.520 -2.328 -0.7744
C -3.754 1.595 -1.845 0.0628
C -2.990 -1.657 -0.106 0.6020
C -4.150 -2.084 0.543 -0.3939
C -4.671 -3.346 0.285 -0.7348
C -4.023 -4.198 -0.597 -0.5501
C -2.866 -3.783 -1.244 -0.6906
C -2.355 -2.515 -1.006 -0.1784
H -2.612 0.329 1.838 -0.1320
H -3.874 2.414 1.455 0.3234
H -5.491 4.054 0.581 0.3979
H -5.978 4.141 -1.836 0.4070
H -4.893 2.552 -3.384 0.4026
H -3.280 0.905 -2.533 0.3536
H -4.664 -1.430 1.240 0.4392
H -5.588 -3.657 0.768 0.4543
H -4.426 -5.184 -0.788 0.4337
H -2.369 -4.445 -1.943 0.4757
H -1.470 -2.193 -1.543 0.2885
```

Total energy   -6536.799090 Ha
ΔE to the lowest compared entry with this formula, charge and spin   55.9 kcal/mol
Charge   +2
LUMO energy   -8.15 eV

Density functional theory data (wB97M-V/def2-TZVPD) for C43H31N9O2Ti as an isolated structure.

The geometry in XYZ format:
```
86
Properties=species:S:1:pos:R:3:mulliken_charge:R:1
Ti 0.070 -0.809 0.854 -0.7933
N -4.011 3.459 0.857 0.0836
C -3.611 2.408 1.574 -0.3922
N -3.049 1.338 1.101 -0.3172
C -2.876 1.256 -0.265 -0.1219
N -2.415 0.184 -0.835 -1.5719
N -1.958 -0.757 0.063 1.8162
C -2.551 -1.889 0.082 -0.8001
C -2.060 -2.866 1.057 0.6305
C -2.728 -4.038 1.374 -0.9761
C -2.244 -4.807 2.424 -0.5218
C -1.127 -4.380 3.122 -0.9990
C -0.507 -3.201 2.739 -0.3794
N -0.969 -2.463 1.728 1.0024
C -3.238 2.386 -1.121 1.2950
C -3.016 2.397 -2.503 -0.5469
C -3.367 3.501 -3.246 -0.8801
C -3.942 4.616 -2.625 -0.5032
C -4.168 4.629 -1.265 -0.9882
C -3.814 3.504 -0.523 0.2198
H -4.463 4.232 1.323 0.2680
H -3.782 2.480 2.643 0.3776
H -3.445 -2.056 -0.511 0.5033
H -3.607 -4.334 0.819 0.5649
H -2.746 -5.725 2.696 0.4778
H -0.727 -4.945 3.951 0.4960
H 0.387 -2.840 3.233 0.5432
H -2.575 1.527 -2.967 0.6079
H -3.208 3.510 -4.314 0.4578
H -4.216 5.477 -3.219 0.4468
H -4.616 5.489 -0.786 0.4443
O 6.627 1.004 0.491 -0.6830
C 5.769 1.578 1.167 0.3498
O 5.757 2.630 1.818 -0.6918
C 4.489 0.735 1.380 -0.5154
C 4.295 -0.461 0.692 -0.9145
C 3.074 -1.093 0.781 0.4056
N 2.066 -0.572 1.497 1.3827
C 2.314 0.484 2.306 0.8049
C 3.499 1.174 2.264 -0.8751
C 1.190 0.727 3.227 0.0483
C 1.287 1.455 4.403 -0.6511
C 0.165 1.563 5.209 -0.7755
C -1.021 0.951 4.821 -0.9398
C -1.044 0.245 3.631 -0.4304
N 0.041 0.130 2.855 0.4987
C 2.706 -2.396 0.210 0.3732
C 3.595 -3.239 -0.437 -0.4693
C 3.138 -4.468 -0.881 -0.8819
C 1.814 -4.815 -0.663 -1.0026
C 0.988 -3.909 -0.019 -0.0556
N 1.420 -2.727 0.420 0.4339
H 5.129 -0.819 0.100 0.6941
H 3.721 2.066 2.838 0.6720
H 2.228 1.909 4.679 0.5659
H 0.215 2.115 6.138 0.5031
H -1.911 1.013 5.428 0.5227
H -1.949 -0.219 3.259 0.4581
H 4.622 -2.936 -0.580 0.5101
H 3.811 -5.150 -1.385 0.5028
H 1.418 -5.766 -0.987 0.4875
H -0.057 -4.143 0.134 0.3628
C 0.331 4.189 -0.345 -0.7137
C 0.637 3.217 -1.275 -0.9775
C 0.542 1.881 -0.928 -0.3408
N 0.170 1.445 0.290 1.2066
C -0.158 2.415 1.175 -0.3023
C -0.087 3.766 0.906 -1.1152
H 0.419 5.239 -0.583 0.4886
H 0.972 3.472 -2.270 0.5941
H 0.800 1.126 -1.646 0.1215
H -0.524 2.105 2.137 0.3733
H -0.346 4.469 1.686 0.6017
C 0.490 -0.989 -1.078 -0.0383
C 0.631 -1.122 -2.283 1.3038
C 0.811 -1.262 -3.686 -0.0211
C 0.352 -0.266 -4.554 -0.1563
C 0.541 -0.401 -5.916 -0.7715
C 1.181 -1.526 -6.419 -0.4373
C 1.638 -2.520 -5.563 -0.7473
C 1.457 -2.392 -4.199 -0.3130
H -0.149 0.606 -4.153 0.4292
H 0.192 0.369 -6.590 0.4282
H 1.329 -1.626 -7.485 0.4148
H 2.137 -3.390 -5.964 0.4249
H 1.817 -3.153 -3.519 0.4138
```

Total energy   -3149.491802 Ha
ΔE to the lowest compared entry with this formula, charge and spin   40.1 kcal/mol
Charge   +2
LUMO energy   -7.41 eV

Density functional theory data (wB97M-V/def2-TZVPD) for one molecule with the formula C3H3NO.

The geometry in XYZ format:
```
8
Properties=species:S:1:pos:R:3:mulliken_charge:R:1
C -1.127 0.837 -0.911 -0.8276
C -0.349 -0.230 -0.183 0.5632
O -0.695 -1.394 -0.150 -0.4572
C 0.884 0.200 0.551 0.1811
N 1.879 0.439 1.098 -0.3151
H -1.423 0.443 -1.920 0.2842
H -2.047 0.993 -0.289 0.2527
H -0.567 1.802 -1.018 0.3186
```

Total energy   -246.078966 Ha
SMILES   CC(=O)C#N
ΔE to the lowest compared entry with this formula, charge and spin   7.9 kcal/mol
LUMO energy   -0.48 eV

Density functional theory data (wB97M-V/def2-TZVPD) for a 13-piece molecular cluster, C43H67N16O3S overall.

The geometry in XYZ format:
```
130
Properties=species:S:1:pos:R:3:mulliken_charge:R:1
C -2.525 -1.463 -0.481 0.5039
C -2.172 -1.712 -1.604 -0.9660
C -1.576 -2.106 -2.930 -0.6888
C -0.763 -0.918 -3.539 -0.3705
C 0.697 -1.317 -3.895 -1.4177
C 1.471 -1.585 -2.580 1.3745
C 2.195 -0.254 -2.191 -1.4167
N 2.594 -0.414 -0.772 0.6150
C 3.320 0.764 -0.153 -0.6416
C 3.252 2.083 -0.955 -0.9362
O 1.960 2.661 -1.076 -0.3499
C 1.222 2.689 0.144 0.0479
C 1.928 3.365 1.335 -0.8567
C 3.491 -1.605 -0.704 -1.3779
C 2.903 -2.893 -1.320 0.3271
C 1.902 -3.689 -0.412 -1.2512
C 1.447 -2.959 0.869 -0.1225
S 0.449 -4.110 1.985 -0.1052
C 0.284 -3.081 3.408 0.5593
N 0.500 -3.338 4.669 -0.3412
N 0.226 -2.113 5.262 -0.3373
C -0.111 -1.244 4.380 -0.0901
O -0.105 -1.806 3.131 -0.1602
O 2.344 -2.693 -2.630 -0.5590
H -2.949 -1.335 0.500 0.4741
H -0.965 -3.009 -2.777 0.3525
H -2.418 -2.331 -3.600 0.2469
H -1.252 -0.660 -4.493 0.4692
H -0.813 -0.005 -2.923 0.2986
H 0.721 -2.172 -4.583 0.3805
H 1.147 -0.411 -4.345 0.3148
H 0.703 -1.731 -1.782 -0.3985
H 3.061 -0.039 -2.831 0.3146
H 1.432 0.527 -2.346 0.5472
H 1.726 -0.528 -0.240 0.3685
H 4.386 0.488 -0.088 0.6130
H 3.000 0.854 0.898 0.1620
H 3.914 2.803 -0.437 0.3845
H 3.691 1.990 -1.962 0.5700
H 0.835 1.672 0.381 -0.0246
H 0.318 3.288 -0.066 0.3900
H 2.925 2.954 1.566 -0.0087
H 1.311 3.161 2.230 0.3752
H 2.031 4.452 1.202 0.3466
H 4.388 -1.356 -1.301 0.6178
H 3.848 -1.729 0.327 0.6393
H 3.768 -3.558 -1.492 0.4754
H 2.340 -4.667 -0.156 0.5373
H 0.990 -3.866 -1.012 0.2647
H 0.734 -2.156 0.596 0.0108
H 2.282 -2.572 1.482 0.3094
H -0.347 -0.199 4.553 0.4868
C -5.696 -1.019 2.899 -0.9536
C -5.087 -0.110 1.919 0.4987
N -4.613 0.599 1.152 -0.4139
H -6.291 -0.448 3.611 0.3439
H -6.339 -1.735 2.388 0.3186
H -4.919 -1.558 3.439 0.2594
C 7.348 4.005 -1.228 -0.9883
C 6.793 2.742 -0.735 0.4375
N 6.363 1.749 -0.351 -0.4218
H 7.385 4.734 -0.420 0.2795
H 8.361 3.839 -1.608 0.3677
H 6.722 4.394 -2.032 0.3436
C -3.948 -4.992 0.672 -0.7664
C -2.660 -4.750 1.330 0.4209
N -1.633 -4.547 1.817 -0.4223
H -3.877 -4.757 -0.390 0.2165
H -4.229 -6.037 0.789 0.3493
H -4.714 -4.364 1.124 0.1835
C -2.145 -4.444 6.676 -0.3963
C -3.581 -4.335 6.960 0.3022
N -4.704 -4.248 7.175 -0.4111
H -1.901 -3.879 5.780 -0.0642
H -1.570 -4.049 7.511 0.2932
H -1.877 -5.488 6.522 0.2915
C -5.571 -1.672 -5.222 -0.8635
C -4.253 -1.078 -5.466 0.4452
N -3.222 -0.614 -5.658 -0.4768
H -5.523 -2.751 -5.358 0.3345
H -5.893 -1.454 -4.205 0.2537
H -6.302 -1.259 -5.915 0.2430
C 10.763 2.916 1.390 -0.7184
C 10.516 3.165 -0.031 0.4566
N 10.319 3.360 -1.144 -0.5276
H 10.180 3.611 1.991 0.2264
H 10.475 1.897 1.643 0.2614
H 11.821 3.051 1.612 0.3101
C 2.749 -1.659 -7.527 -0.7405
C 2.837 -0.225 -7.223 0.3795
N 2.902 0.893 -6.981 -0.4121
H 3.124 -2.239 -6.685 0.2064
H 1.712 -1.933 -7.716 0.2622
H 3.344 -1.887 -8.409 0.3346
C -8.035 1.933 -6.753 -0.7440
C -8.566 0.651 -6.274 0.3900
N -8.990 -0.348 -5.898 -0.4328
H -7.981 2.641 -5.929 0.2465
H -7.037 1.789 -7.163 0.2651
H -8.685 2.334 -7.529 0.3151
C 5.924 3.640 2.861 -0.5945
C 7.244 4.234 2.629 0.2769
N 8.276 4.699 2.448 -0.4676
H 5.982 2.558 2.745 0.2348
H 5.585 3.875 3.869 0.4251
H 5.209 4.039 2.142 0.0890
C 1.400 5.088 -3.163 -0.1986
C 1.460 6.523 -2.859 0.2085
N 1.506 7.642 -2.621 -0.3559
H 1.793 4.516 -2.323 -0.2158
H 0.369 4.790 -3.344 0.2576
H 1.993 4.871 -4.050 0.3149
C -4.831 2.275 -1.696 -0.5981
C -5.507 2.447 -2.990 0.3401
N -6.035 2.580 -3.998 -0.3480
H -4.354 1.297 -1.655 0.0677
H -4.073 3.046 -1.568 0.2583
H -5.555 2.349 -0.888 0.2676
C -3.574 2.253 5.010 -0.6442
C -4.780 1.525 5.420 0.3635
N -5.724 0.963 5.752 -0.4055
H -3.511 2.281 3.923 0.2276
H -3.611 3.272 5.391 0.3022
H -2.691 1.756 5.408 0.1731
C -5.216 -3.005 10.077 -0.6710
C -5.797 -2.153 11.122 0.2191
N -6.251 -1.487 11.936 -0.3444
H -4.698 -3.847 10.533 0.2792
H -6.000 -3.382 9.425 0.2842
H -4.508 -2.432 9.483 0.2144
```

Total energy   -3178.127773 Ha
Charge   +1
LUMO energy   -2.67 eV

Density functional theory data (wB97M-V/def2-TZVPD) for a 2-piece molecular cluster, C3H7NOS2 overall.

The geometry in XYZ format:
```
14
Properties=species:S:1:pos:R:3:mulliken_charge:R:1
C -0.728 0.418 -1.261 0.6307
C 1.300 0.442 0.892 -1.0341
C 0.856 -0.660 0.060 -0.0616
N -1.919 0.069 -1.084 -0.3591
O -0.223 1.207 -2.032 -0.5759
S -0.122 -1.921 0.855 -0.2891
S -3.398 0.670 -2.024 -0.1444
H 1.901 0.165 1.864 0.2942
H 0.381 0.901 1.098 0.3363
H 1.908 1.212 0.308 0.2897
H 1.702 -0.999 -0.514 0.3261
H -2.287 -0.729 -0.583 0.2765
H -0.540 -2.723 -0.087 0.1278
H -2.575 1.416 -2.885 0.1829
```

Total energy   -1044.743205 Ha
ΔE to the lowest compared entry with this formula, charge and spin   99.9 kcal/mol
LUMO energy   -0.58 eV